C46H130N8O15 | ωB97M-V/def2-TZVPD

```
199
Properties=species:S:1:pos:R:3:lowdin_charge:R:1
C 3.82 1.95 -5.53 -0.296
H -0.67 0.51 2.98 0.032
C -2.64 -4.90 -0.10 -0.043
H 1.82 2.50 -4.97 0.040
H 0.83 3.77 0.07 0.097
O 5.01 5.61 -2.75 -0.072
H -0.91 -1.44 3.99 0.064
H -2.40 9.24 0.07 0.076
H -4.40 0.62 3.75 0.099
H 3.21 -4.75 -3.44 0.073
H -0.83 0.83 5.69 0.111
C -0.01 0.43 -0.93 -0.191
H -4.99 0.66 -3.39 0.070
C -6.59 4.09 5.51 -0.055
H -3.07 -0.90 -3.93 0.071
H -1.12 2.51 -3.66 0.068
H 7.67 -4.43 -4.35 0.086
H -4.46 -0.75 2.04 0.038
H -4.03 0.67 -2.00 0.058
H 5.86 0.00 2.43 0.084
H 5.18 1.07 -6.61 0.083
C -7.48 3.01 4.88 -0.435
H 5.79 -8.55 -0.46 0.080
C 1.72 5.53 0.74 -0.075
H 4.38 -6.35 -0.38 0.125
C -0.15 -4.79 -0.41 -0.198
C -0.33 3.20 -3.96 -0.087
H 4.60 -3.58 1.49 0.075
H -4.78 -1.68 -2.29 0.138
C 5.24 -7.46 1.32 -0.440
H 0.89 -7.28 -0.91 0.092
H -5.90 4.58 4.83 0.053
H -7.98 3.41 3.99 0.140
H 4.83 -1.22 1.72 0.064
H 3.67 3.38 -3.36 0.037
H 1.43 -2.31 3.19 0.056
H 7.15 -7.82 0.40 0.079
H 2.97 5.68 -2.35 0.102
H -4.28 -2.44 1.53 0.093
H -5.58 5.09 1.51 0.095
C -3.50 5.93 0.08 -0.195
N -2.58 7.19 -1.74 0.029
C -5.45 -0.92 -1.87 -0.436
C 3.71 -4.15 1.20 -0.112
C -3.05 8.42 0.35 -0.056
H 0.45 1.41 -1.17 0.124
H -4.07 8.63 0.03 0.084
H 0.33 -2.31 1.91 0.066
N 4.04 1.00 4.16 0.040
H -2.98 5.00 -0.15 0.118
H -6.00 3.64 6.32 0.082
H 3.83 2.72 -6.31 0.119
C 4.61 -3.69 4.73 -0.101
N -1.56 -2.84 -0.82 0.084
H -7.20 4.89 5.95 0.073
H -1.64 2.42 -0.02 0.080
O -3.94 -1.05 0.07 -0.231
C 4.82 -0.26 2.23 -0.051
O 3.84 -5.53 1.41 -0.224
H -4.67 5.01 3.02 0.071
H 2.90 -3.80 1.84 0.074
C 3.86 5.10 -2.07 -0.330
H -2.81 1.99 5.53 0.070
H 5.66 -3.66 5.06 0.092
H 7.42 -3.02 -5.45 0.086
H 3.95 -3.65 5.60 0.089
H -6.09 1.38 5.25 0.130
C 0.58 4.51 0.82 -0.316
H 5.57 -1.19 4.68 0.135
H 3.62 0.92 5.09 0.066
N 0.25 1.00 1.47 0.076
H 0.33 4.49 2.80 0.096
H -1.46 5.42 -1.97 0.022
H -7.37 1.01 4.12 0.130
H 0.37 2.02 1.42 0.048
H -0.98 -0.46 0.70 0.116
C -1.90 1.46 0.42 -0.023
H -0.75 -2.22 -0.76 0.045
H -5.85 -0.30 0.21 0.125
H 3.21 -1.05 -5.29 0.036
C 7.01 -3.96 -5.08 -0.113
C 2.73 -4.13 -4.19 -0.053
O 4.38 -2.64 3.82 -0.217
O 5.78 -3.77 -4.43 -0.179
H -1.70 -1.16 -5.82 0.115
O -0.90 4.66 -2.19 -0.111
H -4.22 3.96 1.66 0.079
C 1.83 -0.55 -2.02 -0.094
C 4.82 -6.17 0.61 -0.208
N 2.73 -1.94 -5.26 0.066
H -1.92 0.16 -3.10 0.041
H -9.04 3.48 6.06 0.064
C -1.38 -4.03 0.02 -0.436
H 4.48 -4.64 4.22 0.083
C 3.69 3.62 -2.30 -0.061
H 3.40 -7.61 2.13 0.056
H -3.51 -4.39 0.32 0.062
H 1.18 0.66 1.28 0.087
C 4.51 -1.37 4.45 -0.212
C 4.00 -0.31 3.50 -0.445
H -3.53 7.43 -2.04 0.080
H 2.85 3.18 -1.77 0.067
C -0.94 1.31 4.73 -0.283
H -2.37 -2.32 -0.49 0.042
H 2.40 1.11 -4.11 0.048
H 4.53 -3.84 -6.10 0.129
C -1.21 -0.59 -5.03 -0.262
C 6.19 -8.32 0.53 -0.071
H -7.45 -0.56 -1.92 0.071
H -0.30 -2.82 4.87 0.110
C -3.85 -1.44 1.44 -0.081
C 1.07 -6.75 0.04 -0.111
H 1.93 0.89 -5.75 0.086
C -5.29 -1.06 -0.36 -0.205
H -3.08 8.33 1.44 0.076
H -0.75 0.13 -1.67 0.103
C 3.54 -2.87 -4.47 -0.440
H 0.25 5.29 -3.75 0.107
H -2.25 1.60 1.44 0.061
H -5.61 0.38 2.41 0.071
H 3.93 -1.38 5.38 0.125
C -2.57 7.11 -0.26 -0.416
H 5.22 6.47 -2.39 0.079
H 5.17 -2.28 -5.75 0.119
H 1.61 6.24 1.57 0.075
H -2.75 0.97 -0.07 0.062
H -0.71 -2.22 -4.13 0.094
H -4.27 1.52 2.29 0.072
C 0.47 -2.76 2.90 -0.079
H 0.57 -3.84 2.76 0.077
H 4.38 2.39 -4.70 0.086
C -0.68 0.56 0.42 -0.400
H -1.23 -3.79 1.07 0.101
C -6.68 1.81 4.43 -0.221
H 3.64 -8.63 0.88 0.067
H -7.10 -2.17 -2.04 0.070
C -0.62 4.65 -3.58 -0.296
O -0.06 -5.98 0.38 -0.188
H 1.40 -1.06 -2.89 0.059
H 1.21 -7.51 0.81 0.084
N -8.58 2.61 5.78 0.030
H 4.40 0.47 1.52 0.072
H -2.04 7.99 -2.05 0.084
H 3.56 -3.90 0.15 0.091
O -1.19 0.27 3.78 -0.152
H 5.69 -7.09 2.25 0.138
H -2.83 -1.39 1.82 0.083
H 6.90 -4.69 -5.89 0.088
H 1.58 6.09 -0.19 0.071
H 3.42 1.64 3.67 0.066
C -2.09 2.32 4.77 -0.074
H -1.47 4.97 -4.18 0.112
H 4.60 3.18 -1.89 0.090
O -0.22 -1.43 -4.41 -0.115
H -2.84 0.71 -4.47 0.077
H 2.97 -0.58 3.24 0.119
H 2.69 5.07 0.89 0.071
H -2.84 -5.14 -1.14 0.081
H 6.39 -9.25 1.06 0.078
H -4.44 6.13 -0.45 0.131
C -5.06 0.47 -2.32 -0.062
C -2.29 -0.15 -4.06 -0.095
N 4.07 -8.26 1.73 0.044
H 1.71 -3.91 -3.88 0.064
H -0.03 1.84 4.43 0.101
H -0.37 4.97 0.52 0.089
H -1.74 3.31 5.06 0.069
H 0.74 -4.16 -0.28 0.120
H 2.79 -1.01 -1.80 0.090
H -2.47 -5.81 0.48 0.076
H 5.69 -5.51 0.48 0.130
O -3.70 5.96 1.48 -0.197
H -1.65 -4.16 3.50 0.079
O 1.00 -0.55 -0.88 -0.181
H -0.12 3.10 -5.02 0.073
H 3.78 -2.44 -3.48 0.124
H -0.17 -5.12 -1.46 0.129
H -5.71 -2.03 -0.03 0.124
H 2.60 -4.68 -5.13 0.082
H -0.65 0.27 -5.40 0.101
H 1.87 -1.80 -4.74 0.022
C -5.01 1.10 2.98 -0.129
H 0.57 2.86 -3.44 0.048
H 2.00 -6.20 -0.08 0.063
H -5.73 1.19 -1.86 0.086
O 0.51 3.88 2.08 -0.090
N -6.81 -1.24 -2.29 0.042
H -2.66 2.32 3.84 0.047
C -0.64 -2.49 3.88 -0.299
O -5.77 2.20 3.42 -0.176
H 2.07 0.47 -2.34 0.062
O -1.81 -3.22 3.53 -0.090
C -4.58 4.96 1.94 -0.091
H -8.13 2.34 6.66 0.071
O 4.51 0.78 -5.98 -0.079
H -1.56 6.86 0.06 0.124
C 4.81 -3.19 -5.25 -0.228
C 2.42 1.60 -5.08 -0.085
H 4.00 5.32 -1.01 0.092
```

Output
- LUMO: 0.36 eV
- Maximum force: 1.7 eV/A
- Frontier orbital gap: 9.09 eV
- Molar mass: 1035.59 g mol⁻¹
- Energy above the lowest of the compared OMol25 structures with the same formula, charge and spin: 25.89 kcal per mole